1) Formula: C6H13N3
Source: OMol25
Level of theory: ωB97M-V with the def2-TZVPD basis set

## Properties
**Net charge**: 0
**Orbital gap**: 0.2713 Eh
**LUMO energy**: 0.746 eV
**HOMO**: -6.64 eV

Atoms and positions in Å:
C: -1.0650 1.8747 -0.9055
C: -0.6141 0.3124 1.7432
C: -0.8854 -1.8748 0.5306
N: -0.5736 0.4960 -0.8375
C: 1.2742 0.5616 -0.8115
C: 1.2076 -0.4697 0.0788
C: -0.2117 -0.5089 0.5275
N: 2.0438 -1.5976 0.0500
N: 2.0796 1.3414 -1.3638
H: -1.2054 -0.0938 -1.3747
H: 2.1489 -1.9774 -0.8858
H: 2.9725 -1.4068 0.4156
H: 1.6704 1.8057 -2.1743
H: -0.6785 2.4782 -0.0853
H: -2.1567 1.8902 -0.9071
H: -0.7328 2.3286 -1.8440
H: -0.1347 1.2922 1.7466
H: -1.7007 0.4398 1.8043
H: -1.9649 -1.7823 0.6816
H: -0.4944 -2.4764 1.3576
H: -0.6919 -2.4220 -0.3944
H: -0.2871 -0.2110 2.6481

2) Formula: C6H13N3
Source: OMol25
Level of theory: ωB97M-V with the def2-TZVPD basis set

## Properties
**Net charge**: 0
**Orbital gap**: 0.2954 Eh
**LUMO energy**: 0.556 eV
**HOMO**: -7.48 eV

Atoms and positions in Å:
C: 0.8940 -0.4034 -1.6991
C: 0.5505 -0.8068 -0.2795
C: 0.5704 -2.3116 -0.0951
C: 1.0634 -0.0597 0.7867
N: 1.6195 1.1938 0.7110
H: 0.0564 -0.6814 -2.3400
H: 1.0202 0.6713 -1.8324
H: 1.7800 -0.9197 -2.0723
H: 0.4508 -2.5903 0.9514
H: 1.4862 -2.7655 -0.4777
H: -0.2659 -2.7392 -0.6505
H: 1.0763 -0.4883 1.7802
H: 1.8381 1.5461 -0.2085
H: 2.1120 1.5362 1.5210
C: -1.8179 2.0072 0.6597
N: -1.4744 0.6107 0.8260
C: -1.6495 -0.3059 -0.2233
N: -2.4781 -0.8277 -0.8727
H: -1.7763 2.5174 1.6228
H: -2.8119 2.0922 0.2192
H: -1.1172 2.4968 -0.0247
H: -1.1267 0.2275 1.6977

3) Formula: C6H13N3
Source: OMol25
Level of theory: ωB97M-V with the def2-TZVPD basis set

## Properties
**Net charge**: 0
**Orbital gap (alpha / beta)**: 0.2717 / 0.2719 Eh
**LUMO energy (alpha / beta)**: 0.472 / 0.476 eV
**HOMO (alpha / beta)**: -6.92 / -6.92 eV

Atoms and positions in Å:
C: -2.3155 1.0181 0.3351
C: 2.8203 -0.4695 0.8074
C: -3.2183 0.2422 -0.5639
N: -0.2830 0.7785 -0.2017
C: -0.3193 -0.3738 0.3411
C: 1.7760 -0.7114 -0.2261
N: 0.3744 1.8921 0.3151
C: 1.9525 -1.3091 -1.3949
N: -0.8416 -1.4462 0.6776
H: 0.9775 2.2485 -0.4180
H: 0.9349 1.6779 1.1352
H: -0.1960 -2.2344 0.6133
H: -2.2317 2.0797 0.1280
H: -2.3955 0.8144 1.3992
H: 3.0529 0.5972 0.9041
H: 2.5012 -0.8252 1.7924
H: 3.7684 -0.9763 0.5676
H: 1.1518 -1.4140 -2.1227
H: 2.9189 -1.7306 -1.6902
H: -2.9016 0.3039 -1.6085
H: -3.2842 -0.8059 -0.2670
H: -4.2422 0.6440 -0.5230

4) Formula: C6H13N3
Source: OMol25
Level of theory: ωB97M-V with the def2-TZVPD basis set

## Properties
**Net charge**: 0
**Orbital gap**: 0.2986 Eh
**LUMO energy**: 0.697 eV
**HOMO**: -7.43 eV

Atoms and positions in Å:
C: -0.9513 -0.4418 0.8352
C: 1.2024 1.4992 0.5625
C: 1.7994 -0.7685 -0.1299
C: -0.8876 -1.8334 1.3615
N: 0.7682 0.1413 0.3175
C: -0.6894 -0.1002 -0.5728
C: -1.3073 1.1792 -1.0591
N: -0.8059 -1.1709 -1.3907
N: -0.6542 1.9755 -1.7911
H: -1.4863 0.2910 1.4407
H: -0.9343 -0.8650 -2.3551
H: -1.2144 2.7591 -2.1235
H: -2.3539 1.3139 -0.7495
H: 1.5108 1.9995 -0.3660
H: 2.0455 1.4861 1.2603
H: 0.3909 2.0847 0.9921
H: 1.3268 -1.6676 -0.5230
H: 2.3969 -0.3218 -0.9348
H: 2.4740 -1.0116 0.6966
H: -0.4740 -2.5202 0.6297
H: -0.2677 -1.8558 2.2614
H: -1.8885 -2.1725 1.6381

2) takes first place; second place is 0.0295 hartree up.

1) Formula: C6H13N3
Source: OMol25
Level of theory: ωB97M-V with the def2-TZVPD basis set

## Properties
**Net charge**: 0
**Orbital gap**: 0.3809 Eh
**LUMO energy**: 0.891 eV
**HOMO**: -9.47 eV

Atoms and positions in Å:
H: -3.0197 -0.1616 0.1641
N: -2.1570 0.3000 0.4724
C: -1.1104 -0.2237 -0.0912
C: -1.2922 -1.4176 -1.0022
C: 0.2747 0.5501 0.0011
C: 0.1595 1.7711 0.9384
C: 0.6649 1.0503 -1.3994
C: 1.3341 -0.3871 0.5455
N: 0.9603 -1.7975 0.7355
N: 1.1767 -0.9788 1.8739
H: -0.4283 -1.5760 -1.6495
H: -2.1856 -1.2836 -1.6187
H: -1.4540 -2.3076 -0.3865
H: -0.5024 2.5347 0.5148
H: -0.2607 1.4948 1.9133
H: 1.1410 2.2192 1.1334
H: 1.5792 1.6551 -1.3643
H: -0.1365 1.6583 -1.8355
H: 0.8727 0.2243 -2.0879
H: 2.3523 -0.1583 0.2487
H: 1.7595 -2.4251 0.6010
H: 0.2719 -0.7408 2.2933

2) Formula: C6H13N3
Source: OMol25
Level of theory: ωB97M-V with the def2-TZVPD basis set

## Properties
**Net charge**: 0
**Orbital gap**: 0.3369 Eh
**LUMO energy**: 0.926 eV
**HOMO**: -8.24 eV

Atoms and positions in Å:
C: 1.2244 0.5557 2.3630
C: -0.1518 -0.6816 1.0035
C: -1.4806 -1.2278 0.1336
C: -0.2045 -0.5158 -0.5545
C: 0.5734 -1.7910 -1.0340
C: -0.7187 2.3620 -2.3453
H: 1.8119 0.6534 1.3494
H: 1.4972 -0.2440 3.1919
H: 1.4885 1.7114 2.6088
H: -0.6477 0.4281 2.6530
H: 0.6196 -1.6409 1.1807
H: -1.6686 -2.1956 -0.3304
H: -2.3744 -0.5067 0.0906
H: 1.6143 -2.2315 -0.3551
H: 1.1398 -1.5311 -2.3222
H: -0.3323 -2.7292 -1.0730
H: -0.4654 1.4514 -0.2821
H: -1.0650 3.0694 -1.2553
H: -0.6340 2.4631 -3.6098
N: -0.1805 0.5613 1.7659
N: 0.0385 0.8725 -0.8915
N: -0.0843 1.1670 -2.2871

1) takes first place; second place is 0.3002 hartree up.